Density functional theory data (ωB97M-V with the def2-TZVPD basis set) for a molecular structure, C20H27BN7OPb.

Summary:
- ⟨S²⟩: 0.772
- Gap between HOMO and LUMO (spin up / spin down): 6.39 / 3.72 eV
- 2S+1: 2
- Net charge: +2

```
57
Properties=species:S:1:pos:R:3:lowdin_spin:R:1
Pb 0.73313 1.68887 -0.25357 -0.002
C 3.52315 -0.62596 0.43722 0.003
C 2.37162 -1.22799 -0.29749 0.000
C 2.19389 -2.53292 -0.73720 0.001
C 0.96298 -2.55064 -1.38347 0.000
C 0.27923 -3.68950 -2.05905 0.000
N 0.44422 -1.31525 -1.31694 0.000
N 1.30703 -0.49877 -0.65167 0.000
B -0.91891 -0.78284 -1.83704 0.000
N -0.66835 0.39087 -2.80496 0.000
N -0.01408 1.51519 -2.39364 0.000
C 0.06021 2.35519 -3.43308 0.000
C 0.71690 3.68960 -3.33148 0.000
C -0.55516 1.76514 -4.53193 0.000
C -1.00333 0.52713 -4.10027 0.000
C -1.73125 -0.52405 -4.86495 0.000
N -1.75484 -0.28630 -0.62701 0.000
N -1.30437 0.71604 0.17674 0.001
C -2.20562 0.90149 1.14727 0.000
C -2.03166 1.95059 2.19418 0.003
C -3.25496 0.00690 0.96873 0.000
C -2.93721 -0.72656 -0.16616 0.000
C -3.71416 -1.81642 -0.82127 0.000
H 4.29905 -1.37000 0.60059 0.000
H 3.21747 -0.24166 1.41424 0.002
H 3.96723 0.19839 -0.12295 0.000
H 2.87208 -3.36069 -0.62031 0.000
H 0.91059 -4.57326 -2.01312 0.000
H 0.07920 -3.46371 -3.10592 0.000
H -0.67255 -3.92114 -1.58118 0.000
H -1.50196 -1.65770 -2.38828 0.000
H 1.11059 3.87864 -2.33174 0.000
H 0.00978 4.48374 -3.56906 0.000
H 1.54350 3.76486 -4.03734 0.000
H -0.66378 2.18100 -5.51873 0.000
H -1.88696 -0.18903 -5.88728 0.000
H -2.70437 -0.73334 -4.42125 0.000
H -1.16665 -1.45576 -4.89190 0.000
H -1.06908 2.45764 2.10120 0.001
H -2.10394 1.51824 3.19304 0.000
H -2.81024 2.70934 2.11643 0.000
H -4.14081 -0.09348 1.57221 0.000
H -4.64938 -1.96885 -0.28846 0.000
H -3.15984 -2.75480 -0.81977 0.000
H -3.94456 -1.56803 -1.85669 0.000
O 1.27550 0.97962 2.76407 0.642
N 1.54585 0.79683 3.99817 0.095
C 1.20807 -0.40535 4.57292 0.051
C 1.50095 -0.61754 5.88739 0.007
C 2.13679 0.39384 6.61670 0.135
C 2.46737 1.61224 6.01256 0.007
C 2.16599 1.80508 4.69701 0.051
H 0.72358 -1.10021 3.90152 0.000
H 1.24053 -1.56038 6.34667 -0.001
H 2.37610 0.23194 7.66005 0.005
H 2.95652 2.39935 6.56843 -0.001
H 2.36896 2.69435 4.11780 0.000
```